DFT (wB97M-V/def2-TZVPD) results for a molecular structure, C17H35BNO4P2V at a distorted geometry.

Values from the calculation:
Kohn-Sham gap (alpha / beta): 8.5 / 8.9 eV
2S+1: 3
molar mass: 441.2 g mol⁻¹
charge: +2

Each line ends with the Mulliken spin population.
Geometry (Å):
V1 0.911 0.310 -0.427  2.2125
P1 0.030 2.330 0.156  0.0125
C1 1.730 2.958 0.546  0.0168
C2 2.514 1.984 1.392  -0.0174
N1 2.197 0.696 1.211  -0.0607
C3 2.749 -0.265 1.957  0.0241
C4 3.721 0.045 2.916  -0.0064
C5 4.135 1.370 3.045  0.0117
C6 3.504 2.352 2.296  -0.0122
C7 2.289 -1.676 1.707  0.0349
P2 1.379 -1.813 0.108  0.0008
H1 3.748 3.408 2.401  0.0006
H2 4.134 -0.750 3.529  0.0004
H3 4.930 1.626 3.731  -0.0001
H4 3.143 -2.378 1.669  -0.0002
H5 1.596 -2.011 2.500  0.0007
H6 2.221 3.115 -0.436  -0.0010
H7 1.596 3.925 1.048  0.0030
H8 3.313 0.570 -3.920  0.0009
O1 3.517 1.151 -3.148  0.0037
H9 4.041 1.906 -3.505  0.0001
H10 1.358 -1.428 -4.305  0.0002
O2 2.324 -1.429 -4.025  0.0008
H11 2.747 -2.118 -4.583  0.0001
C8 2.777 -1.956 -1.051  0.0180
H12 3.419 -2.790 -0.735  -0.0025
H13 2.444 -2.068 -2.098  0.0017
H14 3.353 -1.014 -1.017  -0.0033
C9 0.431 -3.333 0.192  0.0041
H15 0.033 -3.528 -0.812  0.0008
H16 1.023 -4.193 0.532  -0.0019
H17 -0.416 -3.173 0.874  0.0014
C10 -0.900 2.740 1.647  0.0013
H18 -0.803 3.801 1.906  0.0003
H19 -1.956 2.481 1.532  -0.0001
H20 -0.525 2.137 2.479  -0.0030
C11 -0.549 3.404 -1.178  0.0042
H21 -1.463 2.967 -1.605  0.0022
H22 -0.724 4.440 -0.859  -0.0032
H23 0.216 3.384 -1.965  0.0016
C12 -3.785 -0.892 -2.025  0.0004
C13 -3.138 -0.274 -0.795  -0.0021
C14 -3.793 1.065 -0.440  -0.0013
O3 -1.799 -0.034 -1.199  -0.0354
B1 -0.949 -0.229 -0.022  -0.1703
O4 -1.690 -0.847 1.014  -0.0332
C15 -2.961 -1.217 0.482  -0.0044
C16 -3.967 -1.018 1.607  0.0000
C17 -2.932 -2.694 0.091  -0.0005
H24 -3.669 -0.198 -2.867  0.0000
H25 -4.852 -1.052 -1.848  0.0001
H26 -3.311 -1.847 -2.289  -0.0001
H27 -3.746 1.732 -1.311  -0.0002
H28 -4.860 0.936 -0.204  0.0001
H29 -3.287 1.565 0.405  0.0003
H30 -4.977 -1.289 1.267  0.0002
H31 -3.692 -1.684 2.439  0.0002
H32 -3.976 0.023 1.966  -0.0002
H33 -2.184 -2.915 -0.691  0.0000
H34 -2.687 -3.312 0.969  -0.0005
H35 -3.932 -2.996 -0.255  -0.0003



DFT (wB97M-V/def2-TZVPD) results for a molecular structure, C17H35BrF3InNO4 at a distorted geometry.

Values from the calculation:
Kohn-Sham gap: 6.7 eV
molar mass: 569.2 g mol⁻¹
charge: -1

Each line ends with the Löwdin charge.
Geometry (Å):
N1 2.807 -2.786 -0.227  -0.0338
C1 3.273 -1.596 0.579  -0.2814
C2 4.642 -0.984 0.058  -0.2162
C3 4.762 0.574 0.445  -0.3100
C4 3.771 1.494 -0.402  -0.3393
In1 1.917 2.176 0.682  0.3615
Br1 2.458 4.490 1.836  -0.0582
C5 1.204 0.778 2.304  -0.2640
C6 0.026 -0.220 1.809  -0.2844
O1 -0.637 0.308 0.638  -0.2083
C7 -0.940 -0.709 -0.314  -0.0992
C8 -0.691 -0.075 -1.769  -0.4379
F1 -1.405 1.122 -1.862  0.0652
F2 -1.251 -0.918 -2.763  0.0323
F3 0.646 0.088 -2.082  0.0789
H1 3.137 -3.661 0.197  0.0523
H2 1.780 -2.730 -0.176  0.0333
H3 2.476 -0.796 0.415  0.0833
H4 3.304 -1.894 1.672  0.1127
H5 4.676 -1.139 -1.072  0.1081
H6 5.539 -1.518 0.504  0.0916
H7 5.829 0.864 0.137  0.0887
H8 4.711 0.748 1.567  0.0964
H9 4.368 2.429 -0.690  0.0277
H10 3.449 1.028 -1.396  0.0340
H11 0.609 2.360 -0.560  -0.0653
H12 2.027 0.223 2.854  0.0317
H13 0.703 1.436 3.087  0.0050
H14 -0.739 -0.250 2.662  0.1149
H15 0.409 -1.279 1.695  0.0983
H16 -0.292 -1.632 -0.252  0.1278
H17 -2.044 -0.987 -0.305  0.1165
C9 0.194 5.072 4.448  -0.0609
C10 -0.148 3.882 5.304  -0.4986
O2 -0.019 2.748 4.899  0.0650
C11 -0.662 4.157 6.695  -0.0368
H18 0.557 4.747 3.462  -0.0412
H19 -0.698 5.687 4.303  0.0822
H20 0.982 5.656 4.928  0.0845
H21 -1.587 4.734 6.642  0.0778
H22 0.091 4.702 7.268  0.0791
H23 -0.868 3.210 7.198  0.0760
C12 -0.712 -0.640 -5.974  -0.0235
C13 -0.313 -1.383 -7.221  -0.5065
O3 0.615 -1.010 -7.911  0.0580
C14 -1.111 -2.609 -7.582  -0.0323
H24 -0.053 0.218 -5.837  0.0898
H25 -1.740 -0.282 -6.067  0.0881
H26 -0.618 -1.294 -5.106  0.0733
H27 -2.156 -2.337 -7.745  0.0810
H28 -1.035 -3.350 -6.784  0.0839
H29 -0.713 -3.042 -8.501  0.0779
C15 -5.309 -2.895 1.664  -0.0255
C16 -4.441 -2.626 0.463  -0.4962
O4 -3.232 -2.716 0.526  0.0597
C17 -5.131 -2.242 -0.820  -0.0205
H30 -4.678 -3.159 2.514  0.0835
H31 -5.880 -1.999 1.917  0.0855
H32 -5.985 -3.727 1.456  0.0822
H33 -5.694 -1.318 -0.676  0.0876
H34 -5.798 -3.046 -1.138  0.0833
H35 -4.383 -2.079 -1.598  0.0817



DFT (wB97M-V/def2-TZVPD) results for a molecular structure, C17H35BrN9ORu.

Values from the calculation:
Kohn-Sham gap (alpha / beta): 9.2 / 7.2 eV
energy above the lowest of the compared OMol25 structures with the same formula, charge and spin: 0.0 kJ/mol
2S+1: 2
molar mass: 562.5 g mol⁻¹
charge: +2

Each line ends with the Mulliken spin population.
Geometry (Å):
Ru1 -0.037 0.882 -0.754  0.9066
C1 -0.504 0.901 4.049  0.0000
N1 0.346 1.913 3.428  0.0139
C2 0.820 3.032 4.245  -0.0019
C3 0.587 1.841 2.110  0.0221
N2 0.068 0.932 1.329  -0.0117
N3 1.489 2.779 1.629  0.0021
C4 1.839 3.060 0.319  -0.0038
N4 2.764 4.029 0.189  0.0009
N5 1.294 2.458 -0.681  -0.0151
H1 -0.433 1.000 5.127  0.0000
H2 -0.161 -0.103 3.792  0.0006
H3 -1.550 1.019 3.757  0.0000
H4 0.350 2.968 5.220  -0.0001
H5 0.538 3.990 3.807  0.0008
H6 1.901 2.991 4.405  0.0008
H7 -0.577 0.328 1.820  0.0021
H8 1.968 3.316 2.332  0.0001
H9 3.177 4.499 0.975  0.0000
H10 3.121 4.264 -0.722  0.0000
H11 1.633 2.755 -1.591  -0.0002
O1 -1.500 2.510 -0.501  -0.0039
C5 -2.925 2.364 -0.271  -0.0053
C6 -3.698 1.854 -1.470  0.0021
C7 -3.087 0.614 -2.135  0.0024
C8 -2.805 -0.503 -1.174  0.0044
C9 -3.798 -1.441 -0.903  -0.0012
C10 -3.567 -2.476 -0.021  0.0004
C11 -2.321 -2.559 0.586  0.0003
C12 -1.381 -1.601 0.284  0.0003
N6 -1.601 -0.582 -0.570  -0.0259
H12 -1.327 3.202 -1.154  0.0024
H13 -3.306 3.331 0.055  -0.0011
H14 -2.995 1.675 0.571  0.0009
H15 -3.791 2.639 -2.222  0.0005
H16 -4.711 1.641 -1.117  0.0001
H17 -2.171 0.892 -2.650  -0.0022
H18 -3.775 0.250 -2.897  0.0003
H19 -4.749 -1.348 -1.410  -0.0002
H20 -4.336 -3.208 0.186  0.0000
H21 -2.078 -3.352 1.279  -0.0002
H22 -0.393 -1.640 0.721  0.0037
C13 0.857 -3.997 -1.814  -0.0006
N7 0.883 -2.533 -1.873  0.0190
C14 0.089 -1.957 -2.956  0.0141
C15 1.654 -1.802 -1.056  0.0019
N8 1.371 -0.556 -0.694  0.0103
N9 2.766 -2.406 -0.529  0.0077
C16 3.708 -3.101 -1.410  -0.0010
C17 3.359 -1.933 0.709  0.0017
H23 -0.184 -4.314 -1.876  0.0005
H24 1.275 -4.348 -0.876  0.0005
H25 1.399 -4.452 -2.643  0.0008
H26 -0.768 -2.603 -3.134  -0.0002
H27 0.676 -1.894 -3.875  0.0002
H28 -0.257 -0.960 -2.707  -0.0090
H29 2.180 -0.151 -0.245  0.0038
H30 3.327 -3.138 -2.425  -0.0001
H31 3.899 -4.115 -1.061  0.0001
H32 4.652 -2.553 -1.428  0.0008
H33 4.052 -1.097 0.551  0.0004
H34 3.926 -2.751 1.152  0.0005
H35 2.586 -1.639 1.417  0.0008
Br1 0.231 1.185 -3.199  0.0526